C38H42F6N5PPtSSb2 as an isolated structure, computed with ωB97M-V with the def2-TZVPD basis set.

Values from the calculation:
HOMO energy (spin up / spin down) = -15.51 / -15.43 eV
ΔE to the lowest compared entry with this formula, charge and spin = 0.00 kJ/mol
Kohn-Sham gap (spin up / spin down) = 7.7 / 4.1 eV
Expectation value of S² = 8.79
E_LUMO (spin up / spin down) = -7.848 / -11.319 eV
2S+1 = 6
Charge = +3

Last column: Löwdin charge in e.
Cartesian coordinates (Å):
Pt 0.2597 -1.6489 0.2429  1.009
S 0.5666 -1.0974 2.5519  0.912
C 2.1882 -0.8429 2.0461  -0.705
C 3.2877 -0.5971 2.8598  -0.018
C 4.5361 -0.5056 2.2532  0.007
C 4.6307 -0.6452 0.8790  0.022
C 3.4773 -0.8847 0.1239  -0.091
N 2.2871 -0.9795 0.6918  -0.131
H 3.1657 -0.5127 3.9315  0.133
H 5.4226 -0.3412 2.8513  0.139
H 5.5857 -0.5815 0.3755  0.135
H 3.5259 -1.0044 -0.9509  0.135
C -2.0645 3.4757 -0.5312  -0.323
C -0.9077 3.6702 -1.4959  -0.341
C 0.4433 3.1793 -0.9691  -0.348
Sb 1.3042 4.5946 0.4147  1.735
C -0.0698 5.0148 1.9416  -0.422
C -0.1603 4.1635 3.0430  -0.138
C -1.0990 4.4206 4.0300  -0.057
C -1.9351 5.5264 3.9196  -0.040
C -1.8409 6.3745 2.8233  -0.044
C -0.9013 6.1300 1.8319  -0.123
C 1.6645 6.3462 -0.6309  -0.414
C 1.8874 6.3016 -2.0113  -0.121
C 2.1307 7.4777 -2.6970  -0.043
C 2.1862 8.6842 -2.0052  -0.018
C 1.9932 8.7242 -0.6281  -0.037
C 1.7497 7.5543 0.0690  -0.122
Sb -2.8254 1.4473 -0.3112  1.744
C -4.6528 1.8796 0.5771  -0.380
C -4.6779 2.8886 1.5439  -0.123
C -5.8842 3.2512 2.1168  -0.052
C -7.0531 2.5966 1.7440  -0.028
C -7.0214 1.5739 0.8033  -0.036
C -5.8193 1.1963 0.2289  -0.112
C -2.9877 0.8386 -2.3052  -0.388
C -4.1865 0.9781 -3.0008  -0.094
C -4.2458 0.5985 -4.3344  -0.039
C -3.1242 0.0735 -4.9619  -0.037
C -1.9301 -0.0678 -4.2648  -0.061
C -1.8610 0.3104 -2.9334  -0.156
H -2.9758 3.9499 -0.9068  0.086
H -1.8578 3.8773 0.4592  0.025
H -0.8371 4.7345 -1.7455  0.110
H -1.1183 3.1677 -2.4449  0.108
H 1.1812 3.0773 -1.7650  0.058
H 0.3688 2.2184 -0.4542  0.030
H 0.4991 3.3085 3.1413  0.092
H -1.1696 3.7725 4.8932  0.119
H -2.6552 5.7349 4.6999  0.123
H -2.4906 7.2360 2.7445  0.124
H -0.8348 6.7978 0.9815  0.105
H 1.8591 5.3643 -2.5551  0.099
H 2.2871 7.4583 -3.7668  0.123
H 2.3999 9.5989 -2.5421  0.128
H 2.0446 9.6664 -0.0999  0.126
H 1.6256 7.5871 1.1453  0.108
H -3.7702 3.3982 1.8500  0.087
H -5.9183 4.0429 2.8531  0.117
H -7.9928 2.8736 2.2028  0.124
H -7.9327 1.0597 0.5298  0.124
H -5.7936 0.3661 -0.4640  0.099
H -5.0677 1.3891 -2.5244  0.101
H -5.1717 0.7116 -4.8822  0.124
H -3.1816 -0.2303 -5.9985  0.123
H -1.0596 -0.4758 -4.7614  0.114
H -0.9284 0.1912 -2.3894  0.075
F -1.7717 -1.9279 -0.3086  -0.396
P -3.1023 -2.1638 0.9391  0.210
F -3.5670 -3.3618 0.0397  -0.071
F -2.4060 -0.8811 1.6690  -0.256
F -4.2122 -2.2966 2.0118  -0.037
F -2.0455 -3.0987 1.6982  -0.153
F -3.9220 -1.1274 0.0204  -0.178
C 2.1557 -3.9425 -0.6888  -0.184
N 2.4409 -5.3322 -0.9167  -0.071
C 1.4381 -5.8901 -1.8359  -0.128
N 0.0941 -5.7691 -1.2700  -0.070
C -0.2233 -4.3865 -1.0625  -0.154
N 0.7814 -3.7572 -0.1026  -0.182
C 0.7372 -4.5545 1.1879  -0.166
N 1.0276 -5.9375 0.9458  -0.070
C 2.3630 -6.0602 0.3574  -0.130
C 0.0359 -6.4838 0.0089  -0.117
H 2.1963 -3.3937 -1.6332  0.130
H 2.8767 -3.5301 0.0189  0.112
H 1.6623 -6.9411 -2.0078  0.143
H 1.4844 -5.3633 -2.7900  0.137
H -1.2141 -4.2742 -0.6277  0.110
H -0.1639 -3.8377 -2.0048  0.135
H -0.2529 -4.4336 1.6187  0.114
H 1.4932 -4.1253 1.8519  0.124
H 2.5817 -7.1109 0.1770  0.143
H 3.1064 -5.6637 1.0509  0.136
H -0.9616 -6.3860 0.4374  0.144
H 0.2453 -7.5383 -0.1600  0.144



C38H43BGeN9ORb as an isolated structure, computed with ωB97M-V with the def2-TZVPD basis set.

Values from the calculation:
HOMO energy (spin up / spin down) = -4.03 / -3.96 eV
Kohn-Sham gap (spin up / spin down) = 6.1 / 6.1 eV
Expectation value of S² = 0.75
E_LUMO (spin up / spin down) = 2.094 / 2.093 eV
2S+1 = 2
Charge = -1

Last column: Löwdin charge in e.
Cartesian coordinates (Å):
Rb 0.0047 0.3801 0.2244  0.689
C 2.2007 0.0746 3.4878  -0.028
C 2.3425 -1.1814 2.6833  -0.370
C 3.4618 -2.0265 2.5568  -0.049
C 3.0588 -3.0041 1.6721  -0.092
N 1.7832 -2.7440 1.3172  0.016
N 1.3337 -1.6252 1.9469  0.056
B 0.8584 -3.4912 0.3024  -0.663
N 1.1561 -3.0334 -1.1430  0.006
C 1.3119 -3.7888 -2.2478  -0.067
C 1.4600 -2.9405 -3.3237  -0.028
C 1.3668 -1.6483 -2.7684  -0.367
C 1.4312 -0.3125 -3.4468  -0.025
N 1.1831 -1.7192 -1.4582  0.028
N -0.5999 -3.1957 0.6907  -0.027
C -1.1942 -3.5191 1.8564  -0.104
C -2.4487 -2.9593 1.8644  -0.029
C -2.5355 -2.2714 0.6340  -0.369
C -3.6576 -1.4253 0.1128  -0.037
N -1.4187 -2.4180 -0.0662  0.094
N 1.0793 -5.0221 0.3433  -0.009
C 0.1372 -5.9839 0.2623  -0.081
C 0.7797 -7.1940 0.1259  -0.038
C 2.1505 -6.8654 0.1233  -0.371
C 3.3293 -7.7817 -0.0057  -0.049
N 2.3218 -5.5588 0.2459  0.112
H 3.0517 0.1983 4.1587  0.074
H 1.2905 0.0555 4.0875  0.079
H 2.1551 0.9613 2.8505  0.060
H 4.4191 -1.9355 3.0476  0.091
H 3.5654 -3.8690 1.2760  0.097
H 1.3204 -4.8659 -2.1907  0.114
H 1.6105 -3.2115 -4.3566  0.089
H 1.8492 -0.4065 -4.4499  0.075
H 2.0466 0.3879 -2.8778  0.054
H 0.4376 0.1316 -3.5420  0.084
H -0.6759 -4.1053 2.5995  0.126
H -3.1884 -3.0126 2.6471  0.092
H -4.5439 -1.5424 0.7383  0.070
H -3.9145 -1.7119 -0.9083  0.074
H -3.3854 -0.3650 0.1086  0.035
H -0.9122 -5.7396 0.2954  0.120
H 0.3322 -8.1717 0.0455  0.089
H 3.0120 -8.8230 0.0486  0.066
H 4.0543 -7.6034 0.7897  0.069
H 3.8417 -7.6340 -0.9581  0.069
C -2.2623 2.2105 -0.0535  -0.378
Ge -1.1682 3.7817 -0.0808  0.758
C 0.0143 3.9544 -1.6615  -0.257
C 1.2728 3.3646 -1.8080  -0.120
C 1.9730 3.4421 -3.0091  -0.100
C 1.4278 4.1140 -4.0926  -0.107
C 0.1704 4.6977 -3.9739  -0.100
C -0.5261 4.6098 -2.7760  -0.113
C -2.0945 5.5319 -0.0161  -0.282
C -1.3891 6.7369 -0.0111  -0.112
C -2.0499 7.9576 0.0420  -0.105
C -3.4395 7.9943 0.0941  -0.117
C -4.1581 6.8064 0.0914  -0.106
C -3.4875 5.5864 0.0350  -0.109
C -0.0608 3.8310 1.5632  -0.279
C 1.3219 4.0033 1.6500  -0.106
C 1.9804 3.9839 2.8786  -0.108
C 1.2638 3.7910 4.0497  -0.114
C -0.1152 3.6175 3.9872  -0.095
C -0.7636 3.6338 2.7597  -0.112
H -2.9532 2.3138 -0.9116  -0.127
H 1.7150 2.7893 -1.0024  0.058
H 2.9395 2.9602 -3.0960  0.100
H 1.9717 4.1734 -5.0278  0.092
H -0.2702 5.2143 -4.8190  0.094
H -1.5064 5.0696 -2.7007  0.096
H -0.3035 6.7217 -0.0519  0.102
H -1.4839 8.8819 0.0441  0.092
H -3.9575 8.9452 0.1369  0.090
H -5.2408 6.8294 0.1328  0.092
H -4.0508 4.6581 0.0306  0.090
H 1.9096 4.1719 0.7557  0.088
H 3.0552 4.1186 2.9146  0.096
H 1.7742 3.7727 5.0052  0.094
H -0.6842 3.4620 4.8964  0.096
H -1.8366 3.4706 2.7235  0.097
C 5.6325 -1.6673 -0.1703  -0.061
N 5.0048 -0.3828 0.0317  -0.183
C 5.6718 0.5756 0.8809  -0.040
C 3.7750 -0.1310 -0.4684  -0.323
O 3.1700 0.9229 -0.3408  -0.036
H 6.5596 -1.5652 -0.7420  0.085
H 4.9537 -2.3240 -0.7124  0.090
H 5.8627 -2.1361 0.7893  0.080
H 6.6705 0.7988 0.4968  0.086
H 5.7690 0.1784 1.8963  0.085
H 5.0818 1.4877 0.9090  0.084
H 3.3421 -0.9842 -1.0064  0.119